Record 1
Formula: C4H12S
Source: the OMol25 dataset
Level of theory: wB97M-V/def2-TZVPD

Last column: Löwdin charge in e.
Geometry (Å):
S: -1.5911 -1.5946 -0.0798  0.729
C: 0.1687 1.6514 0.9463  -0.181
C: -0.2512 -2.2470 0.9485  -0.432
C: 0.7409 2.3003 -0.3083  -0.160
C: -0.6082 -1.2699 -1.5563  -0.442
H: 0.8233 1.0046 1.5341  0.058
H: -0.1961 2.3921 1.6609  0.064
H: -0.6448 0.9548 0.7199  0.018
H: -0.0662 -3.2777 0.6636  0.028
H: 0.6658 -1.6524 0.9660  0.032
H: -1.1229 -0.5468 -2.1814  0.028
H: 1.5677 2.9154 0.0632  0.061
H: 0.0808 3.0312 -0.7705  0.062
H: 0.4058 -0.8832 -1.5038  0.031
H: 1.0881 1.5714 -1.0401  0.051
H: -0.5438 -2.1117 1.9905  0.028
H: -0.5168 -2.2377 -2.0528  0.025

Its net charge is 0. The gap between HOMO and LUMO comes out at 9.5390 eV. Its SMILES is CSC.CC. Its HOMO energy is -8.5 eV. The calculation puts the energy above the lowest of the compared OMol25 structures with the same formula, charge and spin at 40.9 kJ/mol.

=====

Record 2
Formula: C4H6O2
Source: the OMol25 dataset
Level of theory: wB97M-V/def2-TZVPD

Last column: Löwdin charge in e.
Geometry (Å):
O: -1.2845 0.9390 0.3298  -0.106
O: 1.9642 0.0822 0.9171  0.003
C: 0.1434 -0.4340 -0.5234  -0.163
C: -0.0815 1.1036 -0.4366  -0.148
C: 1.3861 -0.8324 0.3589  -0.158
C: -1.2180 -0.4801 0.2197  -0.161
H: -0.2757 1.6156 -1.3881  0.122
H: 2.0170 -1.6193 0.8047  0.129
H: 0.1083 -0.8409 -1.5417  0.134
H: -2.0543 -0.8847 -0.3669  0.119
H: 0.6889 1.6405 0.1225  0.109
H: -1.1908 -0.9698 1.1989  0.120

Its net charge is 0. The gap between HOMO and LUMO comes out at 10.6636 eV. Its SMILES is O=CC1COC1. Its HOMO energy is -9.8 eV. The calculation puts the energy above the lowest of the compared OMol25 structures with the same formula, charge and spin at 299.3 kJ/mol.

=====

Record 3
Formula: C74H75BrN3O2P2RbS3
Source: the OMol25 dataset
Level of theory: wB97M-V/def2-TZVPD

Last column: Löwdin charge in e.
Geometry (Å):
Rb: -0.3272 0.0086 -0.1437  0.553
Br: 0.9423 -0.4969 -6.3594  0.749
S: 0.8719 -3.0084 -0.3265  0.936
S: -2.5071 -2.4907 0.7692  0.164
S: 1.6680 0.3057 3.3089  0.327
P: -0.1718 -0.2265 3.7514  0.316
P: -2.5338 -1.3116 2.3577  0.290
O: -1.7116 1.8550 -3.0291  -0.116
O: 1.4628 -1.7302 -0.7003  -0.665
N: 0.7041 3.1584 1.1086  0.201
N: 2.4133 1.7676 -0.6150  0.177
N: -0.9776 -1.6186 -2.9080  0.080
C: 4.2486 0.1974 -0.3796  -0.218
C: -3.6298 -1.9126 4.8944  -0.095
C: 0.3141 -4.2930 5.8577  -0.116
C: -0.3699 -3.2865 6.5174  -0.109
C: 3.3508 0.9239 -1.1802  -0.220
C: -2.8669 -4.5728 4.8193  -0.106
C: 2.6178 2.9697 -0.2612  -0.252
C: 2.4534 -5.8389 -3.5618  -0.094
C: -4.0354 2.3335 -3.2839  -0.142
C: -5.2763 1.7406 2.1289  -0.100
C: -2.3409 3.8998 -4.0585  -0.155
C: 1.5657 3.7558 0.3944  -0.262
C: 2.8566 -4.5118 -3.5160  -0.071
C: 5.0901 -0.7259 -0.9820  -0.081
C: -4.0891 1.0306 2.1552  -0.109
C: -6.4895 1.0755 2.1924  -0.112
C: 0.0045 -1.8014 4.6754  -0.328
C: -4.5107 1.0092 -2.7174  -0.366
C: -1.3529 2.7850 7.0714  -0.127
C: 0.1688 4.1043 3.2486  -0.197
C: 0.1023 -1.5158 -4.9988  -0.633
C: -0.7823 4.6144 4.1172  -0.065
C: 0.2781 1.3465 6.0568  -0.126
C: -1.9393 1.4510 5.1680  -0.084
C: -4.1967 0.8934 -1.2263  -0.056
C: 1.7771 -5.0594 1.3278  -0.100
C: -4.1072 -0.3544 2.2577  -0.346
C: 2.7695 -5.8096 1.9349  -0.095
C: -2.0914 4.8033 3.7087  -0.100
C: -0.3487 3.2705 -5.4231  -0.076
C: -4.9983 3.2504 -3.6536  -0.090
C: 4.4186 -4.2033 1.2477  -0.064
C: 2.3154 -3.6636 -2.5704  -0.067
C: -0.2114 3.7765 1.9359  -0.209
C: 4.0902 -5.3875 1.8891  -0.088
C: -2.5679 -3.7370 3.7612  -0.123
C: -5.3289 -1.0188 2.2875  -0.109
C: -0.6602 0.9185 5.1254  -0.331
C: -0.6112 -3.6136 -4.1594  -0.066
C: -2.9599 -2.4033 3.7781  -0.334
C: -0.5242 -2.0432 5.9352  -0.085
C: 2.3774 1.5003 -3.4054  -0.035
C: -3.9468 -2.7534 5.9427  -0.102
C: 1.4873 -6.3017 -2.6794  -0.089
C: 0.8566 -4.0477 4.6062  -0.091
C: -1.9019 3.6921 0.0913  -0.012
C: -2.4501 4.5025 2.4075  -0.059
C: -0.9214 4.2812 -4.4300  -0.372
C: -0.4269 -0.9068 -3.8747  -0.171
C: -2.2875 2.3707 6.1388  -0.108
C: -0.0199 4.4010 -3.2010  -0.083
C: 3.9451 3.6711 -0.4397  -0.002
C: 2.1210 -3.8892 0.6672  -0.338
C: -4.6816 4.4875 -4.1928  -0.153
C: -3.5705 -4.0876 5.9092  -0.121
C: 4.2406 0.3484 1.1052  -0.060
C: -1.0702 -2.9315 -3.0406  -0.153
C: -6.5133 -0.3087 2.2599  -0.103
C: -3.3446 4.7829 -4.3987  -0.098
C: -1.3030 -0.1310 2.4840  -0.666
C: 3.3392 0.7188 -2.5697  -0.201
C: 1.6156 5.2606 0.2304  -0.005
C: 0.7001 -2.8107 4.0196  -0.107
C: 0.9454 -5.4573 -1.7274  -0.087
C: -3.9135 -0.1905 -3.4489  -0.067
C: 1.5826 3.8683 3.6813  -0.052
C: -1.5272 3.9961 1.5059  -0.206
C: 5.0812 -0.9248 -2.3512  -0.105
C: -0.0680 2.2660 7.0263  -0.111
C: -2.6337 2.6389 -3.4219  -0.347
C: 0.0180 -2.8910 -5.1579  -0.124
C: 3.4341 -3.4542 0.6322  -0.048
C: 1.3857 -4.1425 -1.6610  -0.356
C: 4.2011 -0.2039 -3.1393  -0.062
H: 5.7361 -1.6575 -2.8011  0.092
H: -1.7015 2.6457 -0.1464  0.054
H: 4.7008 2.9513 -0.7466  0.082
H: 2.5143 5.6827 0.6779  0.075
H: 2.3915 1.1541 -4.4353  0.034
H: 4.1162 1.3836 1.4152  0.070
H: 3.8672 4.4470 -1.1983  0.085
H: -7.4176 1.6325 2.1843  0.087
H: -0.2983 2.2998 -4.9453  0.042
H: 0.4231 -3.3754 -6.0341  0.097
H: 2.6354 2.5604 -3.4028  0.082
H: 0.4217 -5.2684 6.3151  0.090
H: 3.6679 -2.5374 0.1124  0.088
H: -3.8381 -4.7489 6.7242  0.089
H: 5.1446 -0.0561 1.5597  0.082
H: -7.4599 -0.8341 2.2868  0.090
H: -3.2922 2.7710 6.1621  0.097
H: 0.2003 -5.8133 -1.0301  0.115
H: 2.8821 -6.5139 -4.2903  0.094
H: -4.5825 -0.0406 -0.8147  0.077
H: -4.6421 1.7228 -0.6793  0.073
H: -5.6046 0.9752 -2.8366  0.120
H: 2.2822 4.3798 3.0207  0.064
H: 1.3762 1.3960 -2.9863  0.073
H: 1.2809 0.9437 6.0076  0.076
H: 3.6011 -4.1476 -4.2109  0.105
H: -3.9108 -0.8683 4.9375  0.104
H: -0.0077 3.4469 -2.6810  0.060
H: -0.4095 5.1614 -2.5229  0.068
H: -4.0692 -0.1116 -4.5239  0.078
H: 2.6074 -2.6244 -2.5119  0.102
H: 0.6480 3.5560 -5.7580  0.067
H: -3.4638 4.6806 2.0742  0.100
H: -1.0467 -1.2509 6.4562  0.105
H: -5.2540 2.8197 2.0571  0.090
H: 0.7453 -5.3794 1.3632  0.117
H: -1.3116 4.2861 -0.6025  0.066
H: 4.1800 -0.3565 -4.2130  0.105
H: -3.1161 0.9109 -1.0899  0.050
H: -4.5033 -2.3661 6.7886  0.094
H: 5.7741 -1.2923 -0.3619  0.104
H: -0.7951 -3.4710 7.4943  0.097
H: -0.7260 -4.6837 -4.2547  0.105
H: 0.6678 2.5865 7.7532  0.090
H: 5.4485 -3.8778 1.1987  0.101
H: -6.0474 2.9912 -3.5233  0.095
H: 4.2522 4.1402 0.4925  0.084
H: -0.9922 3.1918 -6.2972  0.078
H: 1.7525 4.2088 4.7011  0.075
H: -2.8489 -0.2221 -3.2458  0.034
H: -0.4929 4.8554 5.1323  0.101
H: -5.4578 5.1966 -4.4605  0.070
H: 1.4041 -4.8200 4.0860  0.076
H: -2.9522 3.8993 -0.0917  0.088
H: -5.3338 -2.1012 2.3233  0.102
H: 4.8620 -5.9864 2.3536  0.096
H: -2.8305 5.1832 4.4029  0.094
H: -3.0820 5.7381 -4.8519  0.092
H: -1.5625 -3.4476 -2.2274  0.101
H: 1.1366 -2.5923 3.0516  0.078
H: -0.4733 0.1688 -3.7603  0.080
H: 0.7437 5.7053 0.7084  0.088
H: -4.3659 -1.1164 -3.0921  0.076
H: 3.3823 -0.1844 1.5149  -0.009
H: -2.6641 1.1249 4.4336  0.076
H: 1.6069 5.5159 -0.8284  0.076
H: -0.9506 5.2606 -4.9324  0.118
H: 1.1632 -7.3319 -2.7366  0.099
H: -3.1363 1.5478 2.1255  0.077
H: -1.6219 3.5142 7.8275  0.089
H: 1.0010 4.6727 -3.4825  0.065
H: 2.5214 -6.7384 2.4325  0.103
H: 1.8001 2.8005 3.6162  -0.009
H: -2.5625 -5.6117 4.7875  0.097
H: -2.0441 -4.1168 2.8937  0.058

Its net charge is -2. The gap between HOMO and LUMO comes out at 4.5750 eV. Its HOMO energy is -1.3 eV. The calculation puts the energy above the lowest of the compared OMol25 structures with the same formula, charge and spin at 57.4 kJ/mol.

=====

Record 4
Formula: C3H4S
Source: the OMol25 dataset
Level of theory: wB97M-V/def2-TZVPD

Last column: Löwdin charge in e.
Geometry (Å):
S: 1.9791 0.1772 -0.1104  0.674
C: 0.3515 -0.2052 0.6376  -0.490
C: -0.7762 -0.3879 -0.2784  -0.295
C: -1.1553 0.8659 -0.1019  0.128
H: 0.2177 -0.4017 1.6549  0.043
H: -1.2864 -1.2462 -0.5770  0.070
H: 1.9909 -0.1921 -1.3784  -0.171
H: -1.2835 1.5666 0.6650  0.043

Its net charge is 0. The gap between HOMO and LUMO comes out at 8.5935 eV. Its HOMO energy is -7.9 eV. The calculation puts the energy above the lowest of the compared OMol25 structures with the same formula, charge and spin at 344.2 kJ/mol.